Arrangement one

Entry from OMol25: an isolated molecule of C5H7N3 (the ωB97M-V functional and the def2-TZVPD basis).

Each line ends with the Mulliken charge.
Atoms and positions in Å:
C1 -0.83 -0.15 0.99  -0.602
C2 -0.58 1.03 0.00  -0.077
C3 -0.38 -1.01 -0.30  -0.087
C4 1.09 -1.35 -0.20  -0.064
C5 0.87 1.56 -0.06  -0.069
H1 -1.84 -0.48 1.42  0.293
H2 0.02 -0.29 1.76  0.300
H3 -1.28 1.83 -0.05  0.451
H4 -1.65 0.05 -1.52  0.290
H5 -1.05 -1.87 -0.49  0.411
H6 1.26 -2.44 -0.14  0.341
H7 1.02 2.68 -0.08  0.358
N1 -0.64 0.17 -1.20  -0.631
N2 2.08 -0.59 -0.03  -0.464
N3 1.93 0.85 -0.10  -0.452

Values from the calculation:
- Net charge: 0
- M: 109.1 g/mol


Arrangement two

Entry from OMol25: a structure of composition C5H7N3 (the ωB97M-V functional and the def2-TZVPD basis).

Each line ends with the Mulliken charge.
Atoms and positions in Å:
C1 1.98 -0.68 0.47  0.117
C2 -0.01 0.87 0.57  0.156
C3 0.78 -0.30 -0.12  0.906
C4 -1.52 0.72 0.61  -1.393
C5 0.08 -1.31 -0.91  -1.302
N1 3.04 -0.99 0.73  -0.468
N2 0.47 1.90 -0.39  -0.192
N3 1.14 1.25 -1.19  -0.233
H1 0.28 1.13 1.69  0.379
H2 -1.83 0.43 -0.34  0.378
H3 -2.10 1.82 0.83  0.300
H4 -1.86 0.03 1.38  0.327
H5 0.72 -2.07 -1.55  0.326
H6 -0.59 -0.86 -1.60  0.419
H7 -0.57 -1.94 -0.19  0.279

Values from the calculation:
- Net charge: 0
- M: 109.1 g/mol


Best to worst by energy: arrangement one, arrangement two.


Arrangement one

Entry from OMol25: an isolated molecule of C5H7N3 (the ωB97M-V functional and the def2-TZVPD basis).

Each line ends with the Mulliken charge.
Atoms and positions in Å:
C1 -1.78 0.67 0.40  -0.797
C2 -1.01 -0.70 0.16  0.545
C3 1.43 0.03 -0.12  0.747
C4 1.36 1.45 -0.37  -1.001
C5 2.68 -0.68 0.17  0.128
H1 -2.82 0.28 0.30  0.336
H2 -1.30 1.02 -0.58  0.184
H3 -1.68 1.45 1.40  0.221
H4 -2.39 -1.94 -0.01  0.215
H5 0.42 -1.74 0.00  0.310
H6 0.28 1.81 -0.80  0.092
H7 2.18 2.06 -0.46  0.396
N1 -1.47 -1.84 -0.47  -0.730
N2 0.29 -0.78 0.19  -0.232
N3 3.80 -1.10 0.20  -0.413

Values from the calculation:
- Net charge: 0
- M: 109.1 g/mol


Arrangement two

Entry from OMol25: a cluster of 3 separate species, C5H7N3 in total (the ωB97M-V functional and the def2-TZVPD basis).

Each line ends with the Mulliken charge.
Atoms and positions in Å:
C1 -2.15 -0.16 -0.34  -0.787
C2 -0.06 1.08 0.06  -0.014
C3 1.25 1.40 0.00  -0.524
C4 2.24 0.36 -0.08  0.536
C5 0.94 -1.59 0.42  -0.518
H1 -2.56 0.94 -1.40  0.236
H2 -2.76 0.21 0.94  0.240
H3 -2.47 -1.31 -0.55  0.298
H4 -0.82 1.86 0.13  0.362
H5 1.37 2.53 0.23  0.235
H6 0.89 -1.09 1.41  0.390
H7 1.53 -2.55 0.29  0.315
N1 -0.64 -0.12 -0.02  0.342
N2 3.10 -0.32 -0.57  -0.537
N3 0.13 -1.25 -0.53  -0.573

Values from the calculation:
- Net charge: 0
- M: 109.1 g/mol


Arrangement three

Entry from OMol25: an isolated molecule of C5H7N3 (the ωB97M-V functional and the def2-TZVPD basis).

Each line ends with the Mulliken charge.
Atoms and positions in Å:
C1 -1.77 0.86 -0.14  -0.657
C2 -0.37 0.93 -1.11  -0.120
C3 0.57 -1.46 -0.68  -0.107
C4 0.78 -0.62 1.60  0.128
C5 -0.21 1.50 0.16  -0.021
H1 -2.84 1.52 -0.29  0.212
H2 -2.00 -0.27 0.43  0.198
H3 -0.37 1.57 -2.05  0.316
H4 0.14 -0.54 -2.72  0.316
H5 0.74 -2.26 -1.28  0.432
H6 1.04 -0.76 2.78  0.277
H7 0.06 2.62 0.53  0.288
N1 0.06 -0.40 -1.54  -0.215
N2 0.90 -1.60 0.62  -0.554
N3 0.36 0.70 1.44  -0.495

Values from the calculation:
- Net charge: 0
- M: 109.1 g/mol


Best to worst by energy: arrangement one, arrangement three, arrangement two.


Arrangement one

Entry from OMol25: an isolated molecule of C5H7N3 (the ωB97M-V functional and the def2-TZVPD basis).

Each line ends with the Mulliken charge.
Atoms and positions in Å:
C1 0.99 0.57 -0.21  0.642
C2 -1.22 0.17 -0.10  0.162
N1 1.41 0.34 1.07  -0.459
N2 2.06 0.73 -1.03  -0.674
C3 -2.46 0.66 0.02  -1.073
N3 -0.19 0.85 -0.68  -0.602
C4 -0.95 -1.24 0.17  -0.375
C5 -0.79 -2.42 0.31  0.284
H1 2.65 -0.10 -1.01  0.252
H2 0.92 0.93 1.74  0.241
H3 2.41 0.43 1.18  0.270
H4 1.71 0.85 -1.98  0.300
H5 -3.27 0.06 0.41  0.298
H6 -2.68 1.66 -0.32  0.309
H7 -0.58 -3.46 0.41  0.424

Values from the calculation:
- Net charge: 0
- M: 109.1 g/mol


Arrangement two

Entry from OMol25: an isolated molecule of C5H7N3 (the ωB97M-V functional and the def2-TZVPD basis).

Each line ends with the Mulliken charge.
Atoms and positions in Å:
C1 0.01 1.94 -0.06  -1.038
C2 1.16 -0.24 0.06  0.410
C3 0.71 -1.68 0.05  -0.379
C4 -0.65 -1.62 -0.04  -0.426
C5 -1.14 -0.27 0.02  0.524
H1 -0.96 2.18 -0.50  0.393
H2 0.12 2.36 0.92  0.280
H3 0.73 2.26 -0.74  0.395
H4 3.04 -0.42 0.04  0.249
H5 1.24 -2.69 -0.04  0.281
H6 -1.25 -2.56 -0.08  0.327
H7 -3.03 -0.41 -0.04  0.242
N1 0.01 0.56 0.14  0.071
N2 2.31 0.33 0.11  -0.672
N3 -2.29 0.28 0.17  -0.658

Values from the calculation:
- Net charge: 0
- M: 109.1 g/mol


Best to worst by energy: arrangement two, arrangement one.


Arrangement one

Entry from OMol25: an isolated molecule of CH2N2O4 (the ωB97M-V functional and the def2-TZVPD basis).

Each line ends with the Mulliken charge.
Atoms and positions in Å:
C1 -0.24 -0.16 0.29  -0.251
N1 -1.89 -1.32 -1.29  0.223
N2 0.16 -1.09 1.37  0.880
O1 -3.02 -1.66 -1.36  -0.290
O2 -0.58 -1.89 1.90  -0.496
O3 1.33 -0.93 1.66  -0.531
O4 -1.69 -0.49 -0.17  -0.167
H1 0.63 -0.18 -0.36  0.370
H2 -0.61 0.71 0.84  0.261

Values from the calculation:
- Net charge: 0
- M: 106.0 g/mol


Arrangement two

Entry from OMol25: an isolated molecule of CH2N2O4 (the ωB97M-V functional and the def2-TZVPD basis).

Each line ends with the Mulliken charge.
Atoms and positions in Å:
C1 -1.12 0.06 0.63  -0.414
N1 1.32 -0.69 -0.43  1.191
N2 -0.63 0.85 -0.20  0.661
O1 2.18 -1.06 -1.07  -0.563
O2 -0.46 2.01 -0.38  -0.593
O3 0.26 -0.02 -1.17  -0.406
O4 1.14 -0.77 0.71  -0.529
H1 -1.07 -0.91 0.36  0.370
H2 -1.63 0.53 1.54  0.283

Values from the calculation:
- Net charge: 0
- M: 106.0 g/mol


Arrangement three

Entry from OMol25: an isolated molecule of CH2N2O4 (the ωB97M-V functional and the def2-TZVPD basis).

Each line ends with the Mulliken charge.
Atoms and positions in Å:
C1 -0.28 0.27 -0.56  0.442
N1 0.77 0.02 0.84  -0.263
N2 -0.61 -1.04 -1.06  1.011
O1 -0.55 1.36 -0.96  -0.380
O2 -1.61 -1.49 -0.60  -0.519
O3 0.06 -1.45 -1.89  -0.532
O4 0.74 1.12 1.64  -0.369
H1 0.26 -0.67 1.25  0.271
H2 1.23 1.89 1.33  0.338

Values from the calculation:
- Net charge: 0
- M: 106.0 g/mol


Best to worst by energy: arrangement three, arrangement one, arrangement two.


Arrangement one

Entry from OMol25: an isolated molecule of C5H6O (the ωB97M-V functional and the def2-TZVPD basis).

Each line ends with the Mulliken charge.
Atoms and positions in Å:
C1 1.29 0.27 -0.38  -0.459
C2 0.34 -0.90 -0.03  -0.400
C3 0.44 0.38 0.78  -0.434
C4 -1.01 0.73 0.34  -0.223
O1 -1.08 0.77 -1.09  -0.457
C5 -1.11 -0.49 -0.43  -0.219
H1 1.17 0.78 -1.30  0.245
H2 2.26 -0.31 -0.26  0.253
H3 0.60 -1.89 0.32  0.413
H4 0.79 0.48 1.80  0.385
H5 -1.75 1.30 0.89  0.450
H6 -1.94 -1.15 -0.64  0.447

Values from the calculation:
- Net charge: 0
- M: 82.1 g/mol


Arrangement two

Entry from OMol25: an isolated molecule of C5H6O (the ωB97M-V functional and the def2-TZVPD basis).

Each line ends with the Mulliken charge.
Atoms and positions in Å:
O1 -0.26 1.21 -0.95  -0.517
C1 -0.04 0.09 -0.13  1.101
C2 -0.97 -1.03 -0.43  -0.739
C3 -1.17 -0.22 0.82  -0.737
C4 1.38 -0.01 0.15  -0.726
C5 2.54 0.32 0.09  -0.163
H1 0.18 1.95 -0.50  0.350
H2 -1.62 -0.84 -1.28  0.256
H3 -0.63 -2.06 -0.33  0.259
H4 -1.95 0.54 0.80  0.260
H5 -0.99 -0.69 1.78  0.264
H6 3.54 0.66 -0.04  0.393

Values from the calculation:
- Net charge: 0
- M: 82.1 g/mol


Best to worst by energy: arrangement two, arrangement one.


Arrangement one

Entry from OMol25: a structure of composition C5H6O (the ωB97M-V functional and the def2-TZVPD basis).

Each line ends with the Mulliken charge.
Atoms and positions in Å:
C1 -1.67 0.48 -0.13  -1.116
C2 -0.53 -0.54 -0.10  -0.251
C3 0.77 0.24 -0.08  0.723
C4 1.92 -0.32 -0.95  -0.728
C5 2.58 -0.47 0.08  -0.012
O1 0.90 1.22 0.61  -0.515
H1 -1.52 1.20 0.68  0.297
H2 -1.67 1.03 -1.07  0.318
H3 -2.64 -0.01 0.00  0.340
H4 -0.58 -1.25 -0.93  0.325
H5 -0.56 -1.12 0.83  0.250
H6 3.00 -0.47 1.07  0.370

Values from the calculation:
- Net charge: 0
- M: 82.1 g/mol


Arrangement two

Entry from OMol25: an isolated molecule of C5H6O (the ωB97M-V functional and the def2-TZVPD basis).

Each line ends with the Mulliken charge.
Atoms and positions in Å:
C1 -0.61 -1.23 0.68  -0.981
C2 0.53 -0.79 -0.21  0.569
O1 1.65 -1.21 -0.09  -0.539
C3 0.19 0.31 -1.22  -0.492
C4 0.17 1.48 -0.33  -0.463
C5 0.22 2.19 0.63  0.049
H1 -0.85 -2.27 0.43  0.326
H2 -1.51 -0.62 0.55  0.307
H3 -0.30 -1.21 1.73  0.290
H4 -0.77 0.15 -1.71  0.273
H5 0.98 0.37 -1.98  0.286
H6 0.30 2.81 1.50  0.376

Values from the calculation:
- Net charge: 0
- M: 82.1 g/mol


Best to worst by energy: arrangement two, arrangement one.